# 1
This record from the Open Molecules 2025 dataset describes a 2-piece molecular cluster, C2H9NS2 overall at a distorted geometry. The level of theory is the ωB97M-V functional and the def2-TZVPD basis.

Results
LUMO energy = 0.2 eV
2S+1 = 1
strongest force on any atom = 1.72 eV/A
E = -932.68669 Ha
net charge = 0
Kohn-Sham gap = 0.341 hartree

Positions of all 14 atoms, in Å:
C1 1.61125 -0.29801 0.70781
C2 0.64542 0.66240 0.00285
N1 0.87898 2.04123 0.43678
H1 2.57221 0.21163 0.80218
H2 1.86157 -1.23608 0.21011
H3 1.14710 -0.64943 1.63922
H4 -0.38486 0.44568 0.28218
H5 0.55857 0.29114 -1.04078
H6 1.87066 2.21742 0.47610
H7 0.36705 2.65202 -0.18223
S1 -2.66060 -2.55047 -0.12821
S2 -1.93174 -1.02969 -1.36350
H8 -3.78655 -2.75919 -0.84867
H9 -2.74906 0.00133 -0.99385

=====

# 2
This record from the Open Molecules 2025 dataset describes C26H50F6N3O11Zr as an isolated structure at a distorted geometry. The level of theory is the ωB97M-V functional and the def2-TZVPD basis.

Results
LUMO energy = -6.6 eV
2S+1 = 1
strongest force on any atom = 3.87 eV/A
E = -2658.57665 Ha
net charge = +1
Kohn-Sham gap = 0.076 hartree

Positions of all 97 atoms, in Å:
C1 1.34708 2.61702 3.47182
C2 2.75031 2.79357 2.94142
N1 3.69369 1.85014 3.58906
C3 4.06771 1.91561 4.90650
C4 4.79935 0.80143 5.14347
N2 4.93658 0.15601 3.94372
C5 4.28537 0.82571 3.00421
C6 5.62709 -1.11448 3.70730
H1 0.57729 2.95485 2.78018
H2 1.13701 3.16589 4.39418
H3 1.13785 1.57522 3.72170
H4 3.17521 3.78733 3.06613
H5 2.78571 2.52992 1.88422
H6 3.75712 2.73920 5.52278
H7 5.30938 0.42676 6.01310
H8 4.24730 0.59550 1.95224
H9 5.34638 -1.78177 4.51267
H10 6.70340 -0.95609 3.63864
H11 5.42899 -1.47349 2.69945
Zr1 3.38094 -1.36463 -1.32580
C7 6.48934 -0.35130 -0.65030
O1 6.77827 -0.42486 -2.01366
O2 5.20857 -0.72805 -0.44304
C8 7.50254 -1.13575 0.20996
F1 7.72199 -0.46660 1.36689
F2 7.06106 -2.36174 0.52707
F3 8.67482 -1.24331 -0.39558
C9 7.54737 0.64384 -2.55681
C10 7.83877 0.34665 -4.01780
H12 8.04066 -0.69935 -4.25195
H13 7.03024 0.65990 -4.67903
H14 8.73849 0.87745 -4.33460
H15 8.49167 0.77923 -2.02974
H16 6.92548 1.54489 -2.54135
H17 6.60941 0.70302 -0.34060
C11 -3.08817 -1.92203 -3.69770
O3 -2.00440 -1.12590 -3.21647
O4 -2.79331 -3.17212 -3.52975
C12 -4.40507 -1.53708 -2.99660
F4 -4.27673 -1.49523 -1.65691
F5 -4.84540 -0.32617 -3.39881
F6 -5.37255 -2.39416 -3.29757
C13 -1.98481 0.26156 -3.47894
C14 -0.83579 0.79713 -2.71192
H18 -0.89581 0.48567 -1.66847
H19 0.14661 0.42402 -3.01008
H20 -0.79144 1.88697 -2.75264
H21 -2.88750 0.78649 -3.14334
H22 -1.98286 0.49926 -4.55263
H23 -3.21322 -1.76765 -4.80104
O5 0.53240 0.38334 0.90166
C15 1.45531 -0.15916 0.22533
O6 2.72256 0.00533 0.42899
O7 1.26560 -0.89680 -0.80112
H24 -0.30321 -0.19974 0.75261
O8 1.74025 -2.02973 -4.84420
C16 1.47156 -2.73269 -3.72995
O9 2.31538 -2.43030 -2.74570
O10 0.64595 -3.58387 -3.67230
H25 1.10758 -2.31476 -5.51760
C17 -2.71386 2.09911 -0.18137
C18 -3.74557 2.60898 0.83690
C19 -5.11210 2.90544 0.24453
C20 -5.88161 1.62069 -0.12833
C21 -7.04706 1.87159 -1.06246
C22 -7.68052 0.55067 -1.53402
H26 -2.32438 2.96652 -0.72282
H27 -3.16332 1.39665 -0.88491
H28 -1.84948 1.61388 0.26741
H29 -3.86972 1.85263 1.62220
H30 -3.27217 3.45554 1.34373
H31 -5.03042 3.59866 -0.59873
H32 -5.74554 3.38410 0.99692
H33 -5.21757 0.85823 -0.54332
H34 -6.27247 1.25044 0.82660
H35 -7.86440 2.44404 -0.62171
H36 -6.71682 2.34045 -1.99462
H37 -8.24380 0.05491 -0.73219
H38 -8.41309 0.67142 -2.33194
H39 -6.92737 -0.18361 -1.82604
C23 -1.50758 -2.36650 2.33768
C24 -2.49254 -1.89621 1.25655
C25 -3.66624 -1.13778 1.83040
O11 -4.17393 -1.76571 2.97488
C26 -4.96162 -2.90875 2.71678
N3 -1.75547 -1.14116 0.23147
H40 -1.44428 -1.61854 3.13549
H41 -0.53905 -2.57039 1.88608
H42 -1.94739 -3.21814 2.85300
H43 -2.87846 -2.81654 0.79754
H44 -4.42308 -0.91050 1.06838
H45 -3.28839 -0.15837 2.14789
H46 -4.33817 -3.72973 2.33293
H47 -5.75026 -2.73653 1.98091
H48 -5.33981 -3.24756 3.67711
H49 -2.29492 -1.03458 -0.62688
H50 -0.98286 -1.73343 -0.07735

=====

# 3
This record from the Open Molecules 2025 dataset describes a 3-piece molecular cluster, C18H41N4O2P overall at a distorted geometry. The level of theory is the ωB97M-V functional and the def2-TZVPD basis.

Results
LUMO energy = 0.3 eV
2S+1 = 1
strongest force on any atom = 2.57 eV/A
E = -1421.13573 Ha
net charge = 0
Kohn-Sham gap = 0.296 hartree

Positions of all 66 atoms, in Å:
C1 -5.36577 2.53497 -2.92507
C2 -5.70910 2.05745 -3.96831
C3 -6.18480 1.70902 -5.28346
C4 -5.16496 1.02345 -6.21917
C5 -4.46968 -0.22750 -5.68465
N1 -3.25841 -0.11053 -4.83312
P1 -2.31439 1.30772 -4.85281
N2 -0.86407 1.06017 -4.31778
C6 -3.32376 -0.76937 -3.57368
O1 -2.69139 -1.75709 -3.39861
O2 -4.09115 -0.26163 -2.56828
H1 -4.86805 2.77113 -2.03482
H2 -6.60326 2.56342 -5.79280
H3 -7.00166 1.00080 -5.18787
H4 -4.49730 1.74162 -6.67627
H5 -5.78346 0.67369 -7.03875
H6 -4.20581 -0.84845 -6.53308
H7 -5.22127 -0.79557 -5.14223
H8 -2.23644 1.74523 -6.19472
H9 -2.88704 2.36505 -4.12436
H10 -0.72100 0.10531 -4.01359
H11 -4.91561 -0.75253 -2.53048
C7 -0.26808 -1.89591 -1.07687
C8 0.83567 -0.86897 -0.87629
N3 1.86605 -1.29427 0.05502
C9 2.77253 -0.22406 0.42883
C10 3.66411 0.38609 -0.65944
C11 2.48865 -2.57289 -0.23493
C12 3.19055 -2.74267 -1.58999
H12 -0.74120 -2.15657 -0.12848
H13 -1.03285 -1.48633 -1.73414
H14 0.09992 -2.81026 -1.54471
H15 0.37480 0.03905 -0.47843
H16 1.24884 -0.60122 -1.86049
H17 3.40789 -0.57195 1.24982
H18 2.16889 0.58209 0.86025
H19 4.49946 -0.26349 -0.91698
H20 4.09347 1.32299 -0.29703
H21 3.11023 0.61233 -1.57060
H22 1.72257 -3.34806 -0.15301
H23 3.19691 -2.80592 0.56481
H24 2.61551 -2.31324 -2.41108
H25 3.32240 -3.80541 -1.80504
H26 4.18266 -2.29410 -1.59328
C13 1.50371 -0.47237 7.59476
C14 1.71929 0.74842 6.71312
N4 2.79902 0.59018 5.75847
C15 3.16301 1.83102 5.09572
C16 2.12705 2.49567 4.18062
C17 2.71447 -0.57753 4.89831
C18 1.47392 -0.72748 4.00761
H27 2.41546 -0.73265 8.13388
H28 0.72512 -0.26062 8.32891
H29 1.17854 -1.34152 7.02183
H30 1.96761 1.58933 7.36643
H31 0.76483 1.00322 6.22625
H32 4.08129 1.66549 4.52550
H33 3.43762 2.54978 5.87456
H34 2.03473 1.98209 3.22444
H35 2.43774 3.51941 3.96038
H36 1.13948 2.54651 4.63974
H37 2.78863 -1.46845 5.52733
H38 3.60932 -0.61490 4.27153
H39 0.55074 -0.47693 4.53250
H40 1.38559 -1.76197 3.66997
H41 1.54224 -0.11032 3.11416

=====

# 4
This record from the Open Molecules 2025 dataset describes an isolated ion of composition C5H13N2 and charge +1 at a distorted geometry. The level of theory is the ωB97M-V functional and the def2-TZVPD basis.

Results
LUMO energy = -3.1 eV
2S+1 = 1
strongest force on any atom = 1.88 eV/A
E = -307.54741 Ha
net charge = +1
Kohn-Sham gap = 0.378 hartree

Positions of all 20 atoms, in Å:
C1 2.32929 -0.35324 -0.65523
C2 1.02029 -0.60508 -0.49726
N1 0.22639 -1.35481 -1.48747
C3 0.37093 -0.62620 0.87561
C4 -0.75647 0.38486 0.99682
C5 -0.51278 1.82950 0.60841
N2 -1.83559 -0.06752 -0.01721
H1 2.79603 0.46543 -0.11763
H2 2.84479 -0.67831 -1.55904
H3 0.74786 -2.23943 -1.47414
H4 0.44125 -1.05877 -2.43924
H5 0.00424 -1.60532 1.19865
H6 1.08958 -0.35129 1.66879
H7 -1.22227 0.28990 1.98704
H8 -0.21432 1.89754 -0.43497
H9 -1.33663 2.45572 0.95733
H10 0.32266 2.24580 1.16333
H11 -2.33083 0.70228 -0.46318
H12 -2.48065 -0.66386 0.49881
H13 -1.50373 -0.66721 -0.80943

=====

What did the fourth record say?
This record from the Open Molecules 2025 dataset describes an isolated ion of composition C5H13N2 and charge +1 at a distorted geometry. The level of theory is the ωB97M-V functional and the def2-TZVPD basis.

Results
LUMO energy = -3.1 eV
2S+1 = 1
strongest force on any atom = 1.88 eV/A
E = -307.54741 Ha
net charge = +1
Kohn-Sham gap = 0.378 hartree

Positions of all 20 atoms, in Å:
C1 2.32929 -0.35324 -0.65523
C2 1.02029 -0.60508 -0.49726
N1 0.22639 -1.35481 -1.48747
C3 0.37093 -0.62620 0.87561
C4 -0.75647 0.38486 0.99682
C5 -0.51278 1.82950 0.60841
N2 -1.83559 -0.06752 -0.01721
H1 2.79603 0.46543 -0.11763
H2 2.84479 -0.67831 -1.55904
H3 0.74786 -2.23943 -1.47414
H4 0.44125 -1.05877 -2.43924
H5 0.00424 -1.60532 1.19865
H6 1.08958 -0.35129 1.66879
H7 -1.22227 0.28990 1.98704
H8 -0.21432 1.89754 -0.43497
H9 -1.33663 2.45572 0.95733
H10 0.32266 2.24580 1.16333
H11 -2.33083 0.70228 -0.46318
H12 -2.48065 -0.66386 0.49881
H13 -1.50373 -0.66721 -0.80943

=====

Which value of Kohn-Sham gap does entry 2 give? 0.076 hartree